The following is a DFT calculation (wB97M-V/def2-TZVPD) of a single C17H26N4OS molecule.

## Properties
Energy above the lowest of the compared OMol25 structures with the same formula, charge and spin = 44.0 kcal/mol
Spin multiplicity = 1
Molecular weight = 334.489 g mol⁻¹
SMILES string = CCc1nnc(SCC(=O)NCCC2=CCCCC2)nc1CC
HOMO level = -8.937 eV
HOMO-LUMO gap = 0.335 Eh
Lowest unoccupied orbital energy = 0.17 eV
Calculated total energy = -36894.216 eV
Total charge = 0

Cartesian coordinates (Å):
C 0.1069 2.6147 1.5158
H -1.7498 3.7065 1.3536
C 2.8557 -1.1042 2.4497
H 3.5008 0.2957 -0.7160
C -3.1368 1.1388 1.0318
H -0.1045 -2.5975 -0.5063
N -1.4020 2.1187 -2.6573
H -3.0113 1.9381 1.7623
C 0.7183 -0.6107 -0.7580
C 1.7312 -0.9331 1.4765
H -0.6185 -1.3173 -3.1183
H -4.1993 1.0280 0.8046
H -0.3328 1.7630 2.0278
C -2.6287 -0.1874 1.6040
H 0.9897 0.0479 -1.5885
H 0.5405 3.2760 2.2617
H 0.7356 -0.9671 1.8989
H -2.7376 -0.9839 0.8721
O -2.4989 -2.3830 -0.8434
H 2.8846 -2.1514 2.7702
C -2.1887 1.0747 -2.4551
H -1.5795 -0.1123 1.8831
H -3.2595 -2.1917 -3.7079
C 3.2487 -0.7423 -0.4727
C -1.4930 2.5245 -0.4060
H 4.1810 -2.4101 0.5163
H 4.2557 0.3729 1.7498
H 2.6606 -0.5033 3.3418
N -1.0546 2.8188 -1.6204
S -2.5317 0.0531 -3.8353
C -2.1224 -1.9051 -1.8911
C 1.8902 -0.7704 0.1705
C 4.1955 -0.7142 1.8329
H -0.1234 -0.1638 -0.2256
H 0.9024 2.2531 0.8687
C -2.4350 1.4818 -0.2424
H 3.2189 -1.2933 -1.4161
C 0.2582 -1.9655 -1.3193
N -2.7503 0.7502 -1.2970
H 5.0134 -1.0494 2.4732
C -3.1173 -1.4256 -2.9455
C 4.3179 -1.3291 0.4438
H -0.4808 4.2443 0.2381
N -0.8303 -1.7951 -2.2525
H -4.0682 -1.2070 -2.4623
H 1.0838 -2.4700 -1.8274
H 5.3093 -1.1404 0.0280
C -0.9428 3.3703 0.6992
H -3.2014 -0.4473 2.4905

Atomic forces in eV per Å
C -0.12 0.18 -0.04
H 0.02 0.07 -0.02
C 0.17 0.07 0.00
H -0.01 0.00 -0.11
C 0.14 -0.09 0.19
H 0.13 0.02 -0.09
N -0.03 -0.55 -0.94
H -0.08 0.02 -0.02
C -0.03 -0.28 0.15
C 0.01 -0.07 0.16
H -0.15 -0.02 0.12
H 0.02 0.13 -0.01
H 0.00 -0.14 0.07
C -0.08 0.08 -0.03
H -0.05 0.07 -0.02
H 0.08 0.00 0.11
H -0.24 0.03 -0.06
H 0.01 -0.04 -0.01
O -0.13 -0.23 0.32
H 0.03 0.02 0.11
C -0.20 -0.01 0.56
H 0.10 -0.03 0.05
H 0.00 0.00 -0.02
C 0.16 -0.18 0.19
C -0.42 -0.17 0.04
H 0.04 -0.08 -0.02
H 0.04 0.07 0.02
H -0.01 -0.07 0.03
N 0.39 0.66 0.49
S -0.17 -0.23 -0.48
C -0.18 -0.06 -0.45
C -0.11 0.21 -0.24
C -0.03 -0.27 0.04
H -0.05 0.04 -0.04
H 0.10 -0.07 -0.03
C 0.21 0.32 -0.26
H -0.01 0.05 -0.08
C 0.04 0.09 0.19
N -0.12 0.03 0.06
H 0.02 0.08 0.02
C -0.04 0.48 -0.01
C 0.06 0.28 -0.06
H -0.12 -0.01 0.01
N 0.42 0.02 -0.26
H 0.15 -0.14 0.03
H -0.02 -0.04 0.09
H 0.01 -0.08 -0.01
C 0.06 -0.09 0.12
H -0.01 -0.05 0.11